(1)
Formula: C37H65N6O3P2SV
Source: OMol25
Level of theory: wB97M-V/def2-TZVPD

Each line ends with the Mulliken charge.
CARTESIAN COORDINATES (ANGSTROEM)
V -0.4436 -0.2893 -0.5563  0.630
O 1.3186 -0.1998 4.8591  -0.813
C 1.0851 0.3705 3.8065  -0.182
O 1.4292 -0.0216 2.6199  -0.352
C 0.3416 1.6650 3.7310  0.432
C -0.1506 2.3306 4.8431  -0.653
C -0.8543 3.5120 4.6794  -0.737
C -1.0545 4.0225 3.4001  -0.736
C -0.5594 3.3698 2.2807  -0.534
C 0.1397 2.1780 2.4550  0.126
S 0.8794 1.2568 1.1458  1.293
H 0.0289 1.8955 5.8182  0.544
H -1.2463 4.0396 5.5395  0.408
H -1.6039 4.9470 3.2702  0.456
H -0.7138 3.7661 1.2890  0.589
N 1.0062 0.6277 -1.6282  0.085
P 2.5228 0.2102 -1.6971  -2.314
N 2.6954 -1.3347 -1.1302  1.046
C 3.7689 -2.2216 -1.6197  -1.065
C 4.3799 -2.9919 -0.4572  -0.684
C 3.3522 -3.9615 0.1387  -0.846
C 1.9352 -3.4163 -0.0645  -1.152
C 1.9081 -1.8926 -0.0247  0.701
N 3.5471 1.2473 -0.9398  1.024
C 3.3465 2.7096 -0.9458  -0.200
C 4.2619 3.3754 0.0850  -1.224
C 4.3266 2.5530 1.3667  0.054
C 4.9269 1.1636 1.0873  -0.851
C 4.8324 0.8111 -0.3979  -0.768
N 3.0780 0.0514 -3.2560  0.830
C 3.6618 1.2318 -3.9128  -0.498
C 3.9774 0.8997 -5.3622  -1.052
C 2.6895 0.6145 -6.1505  -0.754
C 1.6231 -0.0170 -5.2436  -0.358
C 2.2861 -0.8252 -4.1394  -0.587
H 4.5182 -1.6178 -2.1249  0.670
H 3.3756 -2.9212 -2.3668  0.478
H 4.7027 -2.2739 0.3016  0.111
H 5.2725 -3.5220 -0.7926  0.535
H 3.5521 -4.1141 1.1999  0.378
H 3.4348 -4.9378 -0.3432  0.372
H 1.2551 -3.7919 0.7006  0.436
H 1.5348 -3.7376 -1.0299  0.300
H 2.2314 -1.5204 0.9507  0.273
H 0.8274 -1.6648 -0.0733  -0.353
H 2.3059 2.9150 -0.6999  0.054
H 3.5537 3.1277 -1.9376  0.375
H 3.8762 4.3771 0.2813  0.510
H 5.2676 3.5041 -0.3266  0.345
H 3.3159 2.4379 1.7590  -0.423
H 4.9091 3.0741 2.1273  0.497
H 4.3947 0.4112 1.6736  0.228
H 5.9789 1.1259 1.3829  0.557
H 4.9361 -0.2622 -0.5311  0.143
H 5.6482 1.2783 -0.9623  0.493
H 4.5653 1.5202 -3.3747  0.260
H 2.9743 2.0890 -3.8857  0.374
H 4.6380 0.0292 -5.3817  0.327
H 4.5317 1.7253 -5.8103  0.427
H 2.9158 -0.0529 -6.9845  0.319
H 2.3039 1.5385 -6.5855  0.377
H 0.9454 -0.6505 -5.8177  0.545
H 1.0071 0.7515 -4.7706  -0.166
H 2.9369 -1.5942 -4.5714  0.416
H 1.5326 -1.3319 -3.5360  0.278
N -1.2856 -1.5135 -3.3042  -0.576
C -0.9882 -1.0858 -2.2144  0.051
H -0.9961 -2.4399 -3.6035  0.330
C -3.6849 -2.8916 -0.7398  -1.782
C -3.9712 -2.5438 0.7301  2.210
C -3.1558 -3.5610 1.5453  -1.855
C -5.4642 -2.7512 1.0037  -2.081
P -3.3045 -0.8152 1.1104  -1.321
N -1.9034 -0.6845 0.3880  0.498
C -4.4482 0.5065 0.4125  2.512
C -3.6952 1.8486 0.3579  -2.379
C -5.7631 0.6917 1.1768  -1.759
C -4.7701 0.1368 -1.0432  -1.858
C -3.1129 -0.6049 2.9658  2.855
C -1.7908 -1.2661 3.3922  -1.968
C -4.2793 -1.1609 3.7914  -2.148
C -2.9767 0.8844 3.3099  -2.221
H -3.8697 -3.9608 -0.8734  0.566
H -2.6461 -2.6869 -0.9898  0.090
H -4.3201 -2.3615 -1.4423  0.280
H -3.4208 -4.5626 1.1982  0.678
H -3.3600 -3.5228 2.6113  0.290
H -2.0856 -3.4207 1.3864  0.136
H -5.6975 -3.8081 0.8474  0.546
H -6.0860 -2.1809 0.3155  0.324
H -5.7537 -2.4980 2.0217  0.273
H -3.6326 2.3406 1.3240  0.263
H -4.2426 2.5145 -0.3142  0.680
H -2.6848 1.7222 -0.0329  0.302
H -5.6100 1.0543 2.1910  0.326
H -6.3551 -0.2205 1.2248  0.267
H -6.3596 1.4428 0.6516  0.499
H -3.8645 -0.0861 -1.6098  0.152
H -5.2605 0.9937 -1.5109  0.645
H -5.4567 -0.7045 -1.1131  0.306
H -1.8248 -2.3519 3.3589  0.419
H -1.5732 -0.9752 4.4223  0.611
H -0.9637 -0.9315 2.7673  0.083
H -4.3751 -2.2421 3.7318  0.331
H -5.2344 -0.7134 3.5149  0.295
H -4.0916 -0.9101 4.8386  0.554
H -2.2148 1.3765 2.7107  0.107
H -2.6657 0.9578 4.3537  0.857
H -3.9161 1.4245 3.2109  0.362
C -0.6527 2.3586 -2.3166  -2.189
C -0.0229 1.5520 -1.2119  2.238
O 0.3032 2.3713 -0.1324  -0.779
H -0.0728 3.2704 -2.4958  0.400
H -1.6680 2.6506 -2.0454  0.256
H -0.6954 1.7686 -3.2311  0.331

Summary:
Orbital gap (alpha / beta), eV: 7.5 / 7.5
HOMO (alpha / beta), eV: -7.188 / -7.187

(2)
Formula: C44H60N2OP2PdS2Si4Te
Source: OMol25
Level of theory: wB97M-V/def2-TZVPD

Each line ends with the Mulliken spin population.
CARTESIAN COORDINATES (ANGSTROEM)
Pd -0.2728 -0.5537 0.0156  0.664
C 1.8833 1.8344 1.6080  0.065
N 1.3517 1.4367 2.8895  0.018
C -0.0799 1.3495 2.9850  0.070
P -0.7709 -0.2751 2.3694  0.328
C -2.5108 -0.0930 2.9085  0.013
C -3.5745 -0.2177 2.0208  0.048
C -4.8828 -0.1609 2.4807  0.006
C -5.1363 0.0557 3.8246  0.001
C -4.0801 0.1978 4.7156  0.008
C -2.7742 0.1056 4.2666  0.007
C -0.1713 -1.4823 3.5932  0.017
C 0.4998 -1.1329 4.7643  0.012
C 0.9033 -2.1191 5.6514  -0.001
C 0.6512 -3.4550 5.3773  0.006
C -0.0134 -3.8087 4.2115  -0.002
C -0.4230 -2.8272 3.3245  0.018
C 2.1135 1.7918 4.0419  0.004
C 3.4316 1.3482 4.1400  0.004
C 4.1843 1.6349 5.2662  0.001
C 3.6313 2.3548 6.3160  0.001
C 2.3270 2.8093 6.2164  0.001
C 1.5731 2.5458 5.0809  -0.001
P 1.8837 0.5136 0.2965  0.250
C 2.6320 1.3431 -1.1275  0.013
C 2.6911 0.5818 -2.2992  0.029
C 3.3151 1.0748 -3.4329  0.000
C 3.8781 2.3436 -3.4081  0.006
C 3.8134 3.1077 -2.2530  -0.002
C 3.1985 2.6154 -1.1109  0.014
C 3.1548 -0.6576 0.8465  -0.008
C 2.8950 -1.3439 2.0343  -0.005
C 3.7782 -2.3003 2.5036  -0.004
C 4.9234 -2.5867 1.7738  0.010
C 5.1891 -1.9059 0.5953  -0.005
C 4.3115 -0.9409 0.1227  0.011
H 2.9185 2.1502 1.7325  -0.001
H 1.3010 2.6787 1.1897  -0.007
H -0.5752 2.1565 2.4184  -0.027
H -0.4025 1.4323 4.0198  0.017
H -3.3895 -0.3880 0.9711  -0.043
H -5.7032 -0.2894 1.7865  0.000
H -6.1547 0.0958 4.1870  0.000
H -4.2753 0.3689 5.7658  0.000
H -1.9567 0.1561 4.9748  0.000
H 0.7303 -0.1045 5.0029  0.002
H 1.4146 -1.8304 6.5600  0.000
H 0.9732 -4.2222 6.0683  0.000
H -0.2167 -4.8486 3.9936  0.000
H -0.9452 -3.1095 2.4186  0.000
H 3.8577 0.7518 3.3439  -0.001
H 5.2080 1.2909 5.3299  0.000
H 4.2150 2.5596 7.2027  0.000
H 1.8904 3.3872 7.0201  0.000
H 0.5663 2.9397 5.0165  -0.001
H 2.2686 -0.4147 -2.3024  -0.007
H 3.3673 0.4682 -4.3271  0.000
H 4.3704 2.7353 -4.2878  0.000
H 4.2611 4.0924 -2.2306  0.000
H 3.1982 3.2184 -0.2127  0.004
H 2.0008 -1.1160 2.5921  0.014
H 3.5690 -2.8142 3.4328  0.000
H 5.6095 -3.3474 2.1214  0.001
H 6.0891 -2.1212 0.0350  0.000
H 4.5344 -0.4180 -0.7974  0.003
N -0.8276 -0.7784 -3.1796  -0.004
C -0.1866 -0.5224 -2.2510  0.161
H -1.4368 -1.0632 -3.9224  0.006
C -2.6735 -5.0075 -0.8407  0.014
O -1.3446 -4.5894 -0.5081  0.000
C -1.0610 -3.3133 -0.3842  -0.070
S -2.2307 -2.1032 -0.5317  0.309
S 0.5391 -2.9266 -0.0340  0.359
H -2.6796 -6.0866 -0.7304  0.001
H -2.9179 -4.7326 -1.8669  -0.002
H -3.4063 -4.5591 -0.1696  -0.007
C -5.0308 5.4099 -2.6697  0.015
Si -4.4106 3.6780 -2.2678  0.120
C -5.7585 2.6638 -1.4229  -0.001
C -3.7443 2.7944 -3.7969  0.002
Si -2.4751 3.7682 -0.7292  0.409
Te -1.3437 1.6269 -0.3018  0.685
Si -3.5032 4.7911 1.4649  0.184
C -4.7780 6.0899 1.0072  0.033
C -4.2789 3.2375 2.1849  0.029
C -2.0567 5.4032 2.5057  0.022
Si -0.9365 5.6199 -1.3828  0.126
C -1.7193 7.2620 -0.8892  0.017
C -0.6984 5.5506 -3.2495  0.010
C 0.6722 5.2712 -0.4626  -0.014
H -5.8233 5.3378 -3.4178  0.005
H -4.2471 6.0468 -3.0815  -0.002
H -5.4503 5.9120 -1.7986  -0.003
H -6.5704 2.4454 -2.1193  0.002
H -6.1911 3.1917 -0.5719  0.001
H -5.3648 1.7094 -1.0679  0.003
H -4.5532 2.5117 -4.4731  0.003
H -3.2136 1.8864 -3.5056  0.009
H -3.0515 3.4272 -4.3529  -0.001
H -5.6342 5.6305 0.5121  -0.001
H -4.3845 6.8657 0.3512  -0.004
H -5.1466 6.5765 1.9132  0.008
H -4.6376 2.5835 1.3907  -0.003
H -5.1240 3.4716 2.8356  0.004
H -3.5500 2.6763 2.7728  0.000
H -1.5865 6.2991 2.1008  -0.004
H -1.2909 4.6294 2.5869  -0.004
H -2.3967 5.6381 3.5173  0.006
H -2.5471 7.5174 -1.5521  -0.001
H -0.9766 8.0576 -0.9783  0.004
H -2.0918 7.2690 0.1344  -0.004
H -1.6262 5.7742 -3.7777  -0.003
H -0.3450 4.5713 -3.5745  0.000
H 0.0416 6.2918 -3.5591  0.006
H 0.5087 5.1511 0.6099  0.001
H 1.3873 6.0848 -0.6007  0.000
H 1.1251 4.3577 -0.8506  0.024

Summary:
Orbital gap (alpha / beta), eV: 7.1 / 4.5
Charge: +2
HOMO (alpha / beta), eV: -11.718 / -12.360
Spin multiplicity: 5
Expectation value of S²: 6.036

(3)
Formula: C2H3N2S2
Source: OMol25
Level of theory: wB97M-V/def2-TZVPD

Each line ends with the natural charge from an NBO analysis.
CARTESIAN COORDINATES (ANGSTROEM)
C 1.3608 -0.4365 0.3506  0.322
C -1.4285 0.0040 0.0926  0.045
N -0.2420 -0.5499 0.2738  -0.602
N 1.9638 0.4858 -0.1853  -0.737
S -2.9891 -0.8157 -0.1168  0.281
S -2.6550 1.3018 0.1961  0.347
H -0.5098 -1.6022 0.2789  0.449
H 1.5051 1.3144 -0.7033  0.423
H 2.9946 0.2983 -0.1867  0.472

Summary:
Orbital gap, eV: 8.2
Charge: +1
HOMO, eV: -13.933

(4)
Formula: H4NO3PS
Source: OMol25
Level of theory: wB97M-V/def2-TZVPD

Each line ends with the natural charge from an NBO analysis.
CARTESIAN COORDINATES (ANGSTROEM)
N 2.1505 -0.9222 -0.0841  -0.380
O -0.9317 1.0033 1.0874  -0.995
O -1.4695 1.2458 -1.2946  -0.936
O 1.4209 0.0613 -0.6521  -0.385
P -1.2069 0.1371 -0.2241  1.524
S -2.6047 -1.1412 0.0474  -0.504
H 1.7591 -1.7583 -0.3220  0.342
H 2.2104 -0.8183 0.9768  0.330
H -0.6687 0.6166 1.8795  0.511
H -0.6592 1.5759 -1.4143  0.492

Summary:
Orbital gap (alpha / beta), eV: 8.3 / 7.2
HOMO (alpha / beta), eV: -9.476 / -8.169